Record 1
Molecular formula: C4H6FNO
Method: DFT, ωB97M-V/def2-TZVPD

Structure (XYZ):
```
13
Properties=species:S:1:pos:R:3:lowdin_charge:R:1
C 1.31627 -0.98152 -0.33242 -0.030
C 0.48202 -0.08375 1.77635 -0.298
C -0.69110 0.44468 -0.25180 -0.066
C -0.88999 0.41217 -1.56718 -0.142
H 2.02795 -1.37615 0.36576 0.081
H 0.81847 -1.79594 -0.85089 0.099
H 1.82364 -0.34841 -1.05131 0.097
H -0.30753 0.54020 2.20544 0.132
H -1.38714 0.99608 0.35643 0.123
H -0.31270 -0.11775 -2.26961 0.095
N 0.36375 -0.19377 0.41426 -0.131
O 1.36468 -0.60265 2.43569 0.029
F -1.93662 1.05890 -2.09899 0.011
```

## Properties
frontier orbital gap	9.730	eV
SMILES	CN(C=O)/C=C/F
relative energy (zero: lowest compared OMol25 entry of this formula, charge and spin)	53.3	kJ/mol
HOMO energy	-8.91	eV
max |F|	1.3	eV Å⁻¹

=====

Record 2
Molecular formula: C4H6FNO
Method: DFT, ωB97M-V/def2-TZVPD

Structure (XYZ):
```
13
Properties=species:S:1:pos:R:3:lowdin_charge:R:1
C 0.12383 -0.24082 1.64966 -0.051
C 1.57510 -0.02242 -0.36302 -0.316
C -0.87278 0.48309 -0.44404 -0.073
C -1.35316 0.05633 -1.61960 -0.100
H 1.07708 -0.55529 2.14955 0.097
H -0.61067 -1.06552 1.80770 0.099
H -0.25000 0.63525 2.11650 0.065
H 2.36941 -0.38732 0.32029 0.134
H -1.40360 1.25063 0.05746 0.101
H -2.20546 0.43480 -2.12580 0.105
N 0.32516 0.04894 0.21774 -0.123
O 1.83352 0.22548 -1.52064 0.034
F -0.60846 -0.86316 -2.24581 0.028
```

## Properties
frontier orbital gap	10.022	eV
SMILES	CN(C=O)/C=C\F
relative energy (zero: lowest compared OMol25 entry of this formula, charge and spin)	92.0	kJ/mol
HOMO energy	-9.18	eV
max |F|	3.0	eV Å⁻¹

=====

Record 3
Molecular formula: C4H6FNO
Method: DFT, ωB97M-V/def2-TZVPD

Structure (XYZ):
```
13
Properties=species:S:1:pos:R:3:lowdin_charge:R:1
C 1.44762 -0.82563 0.04995 -0.214
C 1.13953 0.65739 0.13580 -0.060
C -0.07943 1.23805 -0.04027 -0.119
C -1.84872 -0.59432 0.13353 -0.371
H 1.43928 -1.39483 0.98602 0.115
H 0.79237 -1.32306 -0.71753 0.126
H 2.00667 1.29110 0.40529 0.114
H -0.27235 2.29656 0.00986 0.106
H -1.99509 1.09527 -0.85889 0.169
H -1.20484 -1.16071 0.90253 0.152
N -1.24660 0.51799 -0.39044 0.024
O -2.93366 -0.99539 -0.20631 0.032
F 2.75521 -0.80243 -0.40955 -0.072
```

## Properties
frontier orbital gap	10.204	eV
SMILES	O=CN/C=C\CF
relative energy (zero: lowest compared OMol25 entry of this formula, charge and spin)	71.6	kJ/mol
HOMO energy	-9.42	eV
max |F|	2.5	eV Å⁻¹

=====

Record 4
Molecular formula: C4H6FNS
Method: DFT, ωB97M-V/def2-TZVPD

Structure (XYZ):
```
13
Properties=species:S:1:pos:R:3:lowdin_charge:R:1
C -1.35792 -1.13876 0.42783 -0.193
C -1.28969 0.32937 0.74205 -0.166
C -1.39736 1.35963 -0.37582 -0.056
C 1.10227 0.86384 -0.27771 -0.727
H -0.68406 -1.76895 1.07943 0.131
H -2.30597 -1.58212 0.52983 0.102
H -1.49867 0.57040 1.74900 0.129
H -1.81776 2.38329 -0.16101 0.132
H -1.54126 0.78802 -1.30969 0.124
H 1.29116 1.61386 -1.12152 0.101
N -0.13632 1.05632 0.19604 -0.147
F -0.91377 -1.36062 -0.84228 -0.044
S 2.08693 -0.35235 0.14651 0.614
```

## Properties
frontier orbital gap	9.164	eV
SMILES	FC[C@@H]1CN1C=S
relative energy (zero: lowest compared OMol25 entry of this formula, charge and spin)	202.8	kJ/mol
HOMO energy	-8.38	eV
max |F|	2.3	eV Å⁻¹

=====

Record 5
Molecular formula: C4H6FNS
Method: DFT, ωB97M-V/def2-TZVPD

Structure (XYZ):
```
13
Properties=species:S:1:pos:R:3:lowdin_charge:R:1
C 2.09696 1.00128 -0.57964 -0.616
C 2.62385 -0.10921 -1.28153 -0.538
C -1.90946 -0.14617 0.63024 -0.208
C -3.15838 -0.92877 1.21269 -0.026
N -0.81155 0.24603 0.69240 0.128
F 3.00180 1.79806 -0.11836 0.035
S 1.83748 0.91081 -2.45581 0.788
H 3.63255 -0.41232 -1.40098 0.064
H 2.11552 -1.15704 -1.18637 0.109
H -3.10778 -1.54517 2.06920 0.050
H -3.97415 -0.97631 0.64748 -0.015
H 1.26152 1.10885 0.06980 0.063
H -3.60836 0.20995 1.70088 0.165
```

## Properties
frontier orbital gap	8.920	eV
SMILES	F[C@@H]1CS1.CC#N
relative energy (zero: lowest compared OMol25 entry of this formula, charge and spin)	356.4	kJ/mol
HOMO energy	-8.56	eV
max |F|	8.5	eV Å⁻¹

=====

Record 6
Molecular formula: C4H6FO4Pt
Method: DFT, ωB97M-V/def2-TZVPD

Structure (XYZ):
```
16
Properties=species:S:1:pos:R:3:lowdin_spin:R:1
C 1.17780 -1.06403 2.13301 0.015
O 0.58270 -0.86337 0.83402 0.120
H 0.39577 -1.05361 2.89788 0.003
H 1.71359 -2.01775 2.13750 0.001
H 1.86463 -0.22534 2.26638 0.000
C -0.72625 -0.51203 0.74618 0.007
O 0.60058 1.01481 -2.22381 0.139
C -0.40540 1.61436 -1.87489 0.014
C -1.46840 0.94049 -1.05579 0.007
O -0.87415 -0.26028 -0.57372 0.029
O -1.50025 -0.28633 1.61203 0.006
F 2.35084 -1.54297 -1.63013 0.313
H -0.58711 2.65526 -2.18719 0.005
H -1.77816 1.59288 -0.22683 0.001
H -2.35176 0.71865 -1.67006 0.000
Pt 1.00557 -0.71072 -1.18457 1.342
```

## Properties
frontier orbital gap (spin up / spin down)	8.096 / 8.339	eV
spin multiplicity	3
total charge	+1
relative energy (zero: lowest compared OMol25 entry of this formula, charge and spin)	0.0	kJ/mol
HOMO energy (spin up / spin down)	-12.91 / -13.81	eV
max |F|	13.4	eV Å⁻¹
<S²>	2.01

=====

Record 7
Molecular formula: C4H6GaO2
Method: DFT, ωB97M-V/def2-TZVPD

Structure (XYZ):
```
13
Properties=species:S:1:pos:R:3:lowdin_charge:R:1
H -1.63106 -2.50394 -0.49293 0.130
O -2.65913 0.96661 -0.22476 0.057
C -1.56760 0.26332 0.19739 -0.204
C -0.28769 0.56656 -0.06835 -0.302
C 0.75074 -0.47017 0.31091 -0.202
C 2.14692 -0.06218 0.02375 -0.146
O 2.44413 1.00260 -0.52288 -0.031
Ga 0.72856 1.98180 -0.82632 0.999
H -2.37016 1.69671 -0.78467 0.104
H -1.87525 -0.46727 0.95634 0.137
H 0.62204 -1.43867 -0.22192 0.130
H 0.74127 -0.76757 1.37817 0.161
H 2.95723 -0.76777 0.27527 0.168
```

## Properties
frontier orbital gap (spin up / spin down)	7.268 / 8.679	eV
total charge	+1
relative energy (zero: lowest compared OMol25 entry of this formula, charge and spin)	0.0	kJ/mol
HOMO energy (spin up / spin down)	-13.78 / -13.62	eV
max |F|	2.5	eV Å⁻¹

=====

Record 8
Molecular formula: C4H6HgO2
Method: DFT, ωB97M-V/def2-TZVPD

Structure (XYZ):
```
13
Properties=species:S:1:pos:R:3:lowdin_spin:R:1
C -1.07450 -0.21852 0.97196 0.090
O -0.62494 -0.63264 2.18539 0.020
H -2.13650 -0.49264 0.93156 0.001
H -0.22823 0.08295 2.69326 0.002
C 1.27628 -0.96825 -0.94985 0.287
C 0.45953 0.10775 -1.31272 0.109
C -0.66006 0.24440 -0.35592 0.276
O -0.56949 1.27369 0.55975 0.104
Hg 0.21111 3.15899 -0.15590 -0.007
H 2.34600 -0.79664 -0.81816 0.020
H 0.95296 -2.00034 -1.12164 0.013
H 0.94674 1.04763 -1.58957 0.014
H -0.89889 -0.80639 -1.03816 0.071
```

## Properties
frontier orbital gap (spin up / spin down)	6.108 / 4.990	eV
spin multiplicity	2
total charge	+1
relative energy (zero: lowest compared OMol25 entry of this formula, charge and spin)	703.7	kJ/mol
HOMO energy (spin up / spin down)	-12.13 / -12.11	eV
max |F|	5.6	eV Å⁻¹
<S²>	0.77